The following is a quantum chemistry calculation of a structure of composition C31H49BrCeO2P2, from OMol25.

```
86
Properties=species:S:1:pos:R:3
Ce -0.15408 -0.09293 -0.27021
C -0.47247 -1.81457 1.95834
C -0.00319 -2.57361 0.83342
C 1.75114 -1.29543 1.63680
C 0.63192 -1.08377 2.47615
C 1.35919 -2.21124 0.60004
C -1.82569 -1.87783 2.56052
H -2.59390 -2.11930 1.81807
H -2.10357 -0.91957 3.01342
H -1.89014 -2.64168 3.34810
C 0.66498 -0.32404 3.74740
H -0.31630 -0.29357 4.23067
H 0.97493 0.71783 3.58047
H 1.38693 -0.76940 4.45243
C 3.12369 -0.78019 1.87506
H 3.72370 -1.52100 2.42670
H 3.10485 0.14185 2.46558
H 3.64428 -0.56433 0.93572
C 2.24658 -2.77600 -0.44411
H 2.67919 -3.74989 -0.15420
H 3.08908 -2.11097 -0.67594
H 1.70249 -2.94362 -1.38472
C -0.77741 -3.62096 0.12448
H -0.90728 -4.53904 0.72628
H -0.29491 -3.90187 -0.81309
H -1.78567 -3.26204 -0.12891
C -2.00083 -0.29741 -2.43213
C -2.44634 -1.34944 -1.68209
C -3.01021 -2.58774 -2.34753
C -1.99611 -3.56531 -3.01931
C -0.55647 -3.12068 -3.11571
C -0.20120 -2.06803 -3.86176
C -1.21381 -1.31977 -4.69315
C -2.13569 -0.32752 -3.93806
H -3.75809 -2.30447 -3.11805
H -2.37642 -3.77807 -4.03917
H -3.56441 -3.16889 -1.58559
H -3.18049 -0.56756 -4.21971
H -1.76324 0.69502 -2.01694
H -2.68519 -1.24026 -0.61577
H -1.93516 0.68466 -4.33315
H -0.66659 -0.75184 -5.46793
H 0.84679 -1.83144 -4.05717
H -1.86242 -2.05503 -5.21391
H -2.02808 -4.51907 -2.46039
H 0.18664 -3.83329 -2.74503
P -2.49874 1.71328 0.73201
C -2.49104 2.29818 2.45611
H -3.31402 3.00865 2.64714
H -1.53437 2.80121 2.66033
H -2.57223 1.44618 3.14448
C -2.41071 3.30829 -0.16332
H -3.15550 4.01284 0.23674
H -2.61082 3.13841 -1.22680
H -1.40224 3.73403 -0.04947
C -4.24357 1.23452 0.50630
H -4.43580 1.04817 -0.55624
H -4.93040 2.00782 0.87702
H -4.42404 0.30092 1.05474
P 1.86314 1.03280 -2.21539
C 3.00776 -0.17040 -2.97005
H 3.38375 0.20497 -3.93276
H 2.48738 -1.12269 -3.13718
H 3.85184 -0.35290 -2.29347
C 1.03304 1.79710 -3.65812
H 0.55057 1.03498 -4.28099
H 1.75496 2.37159 -4.25413
H 0.25941 2.48099 -3.28719
C 2.98406 2.36384 -1.67978
H 3.59135 2.73533 -2.51562
H 3.64598 1.97990 -0.89368
H 2.40028 3.19173 -1.25808
Br 0.41283 3.14290 4.44078
C 2.12759 3.48819 3.65817
C 3.14082 3.97651 4.49001
C 4.36680 4.37302 3.95257
C 4.54111 4.25975 2.57070
C 3.52872 3.75224 1.75157
C 2.32229 3.25371 2.27651
C 1.17420 2.85282 1.33756
O 0.54292 3.79990 0.87059
O 0.95313 1.59063 1.01934
H 2.97463 4.04175 5.56131
H 5.15957 4.72290 4.60416
H 5.48687 4.57935 2.14115
H 3.67851 3.75681 0.68015
```

As for the total charge: +1. The total energy is -138581.9765 eV. The HOMO-LUMO gap (alpha / beta) comes out at 7.1 / 7.0 eV. The spin multiplicity is 2. Its expectation value of S² is 0.7513. The highest occupied orbital energy (alpha / beta) comes out at -10.08 / -10.08 eV.

The following is a quantum chemistry calculation of a structure of composition C31H49ClMnP2, from OMol25.

```
84
Properties=species:S:1:pos:R:3
Mn -0.10738 -0.31284 0.31221
C -0.73808 -1.94885 1.89638
C 0.66917 -1.99794 1.40892
C 0.59137 -0.86574 3.45743
C -0.71318 -1.32053 3.17823
C 1.44819 -1.23596 2.39713
C -1.79127 -2.94214 1.52494
H -1.62580 -3.39825 0.54010
H -2.79782 -2.48378 1.52726
H -1.80246 -3.76549 2.26493
C -1.77927 -1.48114 4.20140
H -2.77451 -1.34585 3.76112
H -1.67224 -0.78185 5.03952
H -1.74556 -2.49453 4.63894
C 1.02990 -0.35315 4.78402
H 0.93884 -1.12278 5.57284
H 0.41207 0.50227 5.09180
H 2.07166 -0.01053 4.76733
C 2.92267 -1.28913 2.54022
H 3.20312 -1.96935 3.36605
H 3.34135 -0.30200 2.78937
H 3.41617 -1.65968 1.63248
C 1.22710 -3.22440 0.75348
H 1.50176 -3.95224 1.53951
H 2.12911 -3.00170 0.16393
H 0.49230 -3.72163 0.10711
C -1.73882 0.49846 -3.95567
C -1.75782 -0.85389 -3.81151
C -1.09986 -1.73092 -4.84534
C 0.42047 -1.49029 -4.95571
C 1.09042 -0.85442 -3.75754
C 1.31988 0.46933 -3.70625
C 0.61926 1.48998 -4.58567
C -0.86593 1.18810 -4.96861
H -1.58475 -1.54165 -5.82328
H 0.60043 -0.84865 -5.84111
H -1.29984 -2.79043 -4.61284
H -0.88652 0.63550 -5.92258
H -2.45874 1.15101 -3.44704
H -2.49631 -1.40689 -3.22817
H -1.32957 2.16827 -5.17415
H 0.64026 2.47144 -4.07586
H 2.15634 0.85310 -3.12337
H 1.18629 1.63666 -5.52372
H 0.91152 -2.45180 -5.17682
H 1.59421 -1.55071 -3.08002
P -1.48543 -0.42231 -1.34531
P 1.79873 0.84210 -0.03656
C -0.56244 1.24729 -1.59254
C 0.75165 1.91764 -1.06525
H -1.35535 2.01202 -1.67303
H -0.28893 0.96226 -2.61279
H 1.35771 2.27557 -1.91468
H 0.44879 2.81338 -0.49269
C 2.56334 2.02450 1.07501
H 3.17161 1.48451 1.80428
H 1.80319 2.61309 1.60179
H 3.20050 2.69188 0.48156
C 3.13114 0.01470 -0.92910
H 3.55388 0.67251 -1.69414
H 2.79584 -0.92138 -1.39533
H 3.90509 -0.23376 -0.19350
C -3.26919 -0.37957 -1.27743
H -3.62472 -1.27045 -0.73565
H -3.70239 -0.35761 -2.28239
H -3.59285 0.51779 -0.73340
C -0.61761 -2.02779 -1.65225
H 0.32852 -2.13199 -1.08431
H -0.32606 -2.13402 -2.70755
H -1.28126 -2.87138 -1.41657
Cl -0.83377 4.28240 0.51125
C -0.55300 3.56503 2.06687
C -0.06811 4.39934 3.06909
C -0.12104 4.00754 4.41125
C -0.70719 2.77839 4.72534
C -1.13588 1.93081 3.71863
C -0.98293 2.23018 2.35267
C -1.36880 1.23215 1.32192
H 0.33188 5.37922 2.79750
H 0.26368 4.66119 5.19555
H -0.83430 2.48462 5.77277
H -1.64066 0.99203 3.97320
H -1.97358 0.44238 1.79713
H -1.94815 1.71278 0.51724
```

As for the total charge: +1. The total energy is -95349.4154 eV. The HOMO-LUMO gap (alpha / beta) comes out at 5.2 / 7.3 eV. The spin multiplicity is 5. Its expectation value of S² is 6.2822. The highest occupied orbital energy (alpha / beta) comes out at -8.96 / -9.82 eV.

The following is a quantum chemistry calculation of a cluster of 6 separate species, C31H49F15O13S in total, from OMol25.

```
109
Properties=species:S:1:pos:R:3
C 5.13099 0.79960 -0.92454
C 5.17108 0.91054 -2.45112
C 4.46644 2.13133 -3.03339
C 3.10424 2.43055 -2.42389
O 3.30018 3.46063 -1.45248
C 2.22046 3.65848 -0.57852
O 0.96816 3.48441 -1.18368
C 0.17812 2.42409 -0.66868
C -0.69170 1.85172 -1.76740
C -0.93040 0.35692 -1.61321
C 0.29313 -0.52696 -1.79381
C -0.13389 -1.99631 -1.63772
S 0.12505 -2.42459 0.11591
O -1.92654 2.56640 -1.78593
C -2.53082 2.52501 -3.05447
H 6.04837 1.12784 -0.45010
H 5.00015 -0.24284 -0.65491
H 4.30603 1.33637 -0.46689
H 4.83010 0.00518 -2.93237
H 6.21815 0.99371 -2.73142
H 5.06308 3.03069 -2.99054
H 4.30124 1.94442 -4.08603
H 2.42268 2.77073 -3.19575
H 2.70996 1.54351 -1.93336
H 2.33272 3.04973 0.32330
H 2.27967 4.69686 -0.26136
H 0.82391 1.62194 -0.31814
H -0.42418 2.75500 0.17677
H -0.17230 2.09931 -2.69551
H -1.64918 0.04380 -2.36443
H -1.41328 0.19998 -0.64941
H 1.07470 -0.32892 -1.07177
H 0.64666 -0.40585 -2.81539
H -1.17105 -2.08814 -1.93577
H 0.46247 -2.65250 -2.25177
H -0.86328 -3.26907 0.45715
H -2.85091 1.51747 -3.32056
H -3.41495 3.14785 -3.05282
H -1.84619 2.86804 -3.82952
C -3.15216 3.47049 2.31134
C -3.17229 2.19277 1.50016
O -2.92692 1.03287 2.32724
C -3.93382 0.62160 3.07751
O -5.02906 1.09832 3.14066
C -3.50811 -0.62436 3.86686
F -2.32825 -0.44149 4.48872
F -3.38015 -1.68658 3.05529
F -4.41453 -0.93585 4.80267
H -2.21077 3.56037 2.85540
H -3.26748 4.33272 1.65620
H -3.95498 3.48831 3.04699
H -2.37166 2.20864 0.76747
H -4.10811 2.07123 0.95642
C -1.24439 -0.01745 7.27475
C -2.64939 0.11804 7.82017
O -2.65342 0.47871 9.21586
C -2.38224 1.74744 9.49124
O -2.14770 2.61408 8.70108
C -2.44633 1.97234 11.00987
F -1.73703 1.04161 11.66876
F -3.72039 1.90453 11.43526
F -1.96169 3.17208 11.33150
H -0.67263 -0.73252 7.86814
H -1.28110 -0.35576 6.24048
H -0.71049 0.93127 7.30914
H -3.16382 -0.83927 7.76662
H -3.23778 0.83931 7.25272
C 4.02488 4.94153 -9.54645
C 5.30937 5.51158 -8.98321
O 5.60201 4.98027 -7.67629
C 6.08593 3.74559 -7.64176
O 6.30905 3.04064 -8.58159
C 6.36301 3.34027 -6.18640
F 5.30795 3.60037 -5.39686
F 7.41972 4.01761 -5.70366
F 6.63567 2.03678 -6.09616
H 3.19893 5.11260 -8.85510
H 3.79061 5.41041 -10.50130
H 4.10300 3.86693 -9.70259
H 5.21162 6.58578 -8.84420
H 6.15506 5.34132 -9.64866
C -6.76827 -3.46401 6.42403
C -6.49321 -3.19033 4.96020
O -6.75731 -4.35074 4.14467
C -8.03326 -4.61883 3.90280
O -8.97866 -3.99362 4.28411
C -8.13906 -5.86286 3.00712
F -7.38480 -6.86825 3.48081
F -7.71690 -5.57620 1.76234
F -9.40075 -6.28725 2.93242
H -6.19482 -4.32797 6.76252
H -6.49659 -2.59840 7.02750
H -7.82042 -3.68456 6.59625
H -5.44356 -2.96695 4.81848
H -7.06462 -2.33856 4.59234
C 3.20256 -7.86886 -3.14945
C 4.15423 -7.03022 -3.97596
O 3.74771 -5.64800 -4.02052
C 3.99449 -4.93189 -2.93147
O 4.52364 -5.31347 -1.93023
C 3.52476 -3.48613 -3.14808
F 2.26905 -3.44591 -3.63148
F 4.32056 -2.85425 -4.02752
F 3.54414 -2.79566 -2.00757
H 2.18366 -7.76764 -3.52496
H 3.49227 -8.91806 -3.18953
H 3.19921 -7.55406 -2.10729
H 4.14805 -7.36761 -5.00984
H 5.17874 -7.10176 -3.61247
```

The total energy is -111157.0859 eV. As for the structure (SMILES): CCCCOCOC[C@@H](CCCS)OC.CCOC(=O)C(F)(F)F.CCOC(=O)C(F)(F)F.CCOC(=O)C(F)(F)F.CCOC(=O)C(F)(F)F.CCOC(=O)C(F)(F)F. The HOMO-LUMO gap comes out at 9.6 eV. The highest occupied orbital energy comes out at -9.18 eV.

The following is a quantum chemistry calculation of a cluster of 6 separate species, C31H49FN2O21P in total, from OMol25.

```
105
Properties=species:S:1:pos:R:3
C -0.69166 6.46543 2.80343
C -2.09177 6.73798 2.62466
C -2.70115 7.54271 1.38863
O -2.83207 8.79191 1.44527
O -3.10870 6.90766 0.15589
C -1.95254 6.07537 -0.20371
C -1.96908 5.60173 -1.74637
C -0.50341 5.02308 -2.08463
C -0.35781 3.58998 -1.35579
C 1.10283 3.38736 -0.64903
C 2.03141 2.37112 -1.46387
P 2.11263 0.57422 -0.84961
C 1.43206 0.00457 -2.55681
N 1.13616 -1.49152 -2.56891
C 3.00800 1.04271 0.79589
C 3.25393 -0.24758 1.75132
O 4.24715 -1.13496 1.09379
C 3.86614 -2.50398 1.30666
C 2.87266 -3.31394 0.36175
O 4.35420 -3.06984 2.32795
C 0.35986 0.60159 -0.04356
O -0.69849 0.32488 -0.70164
N 0.09153 0.93433 1.42257
C -0.38294 -0.23591 2.16377
O -0.06350 -0.32936 3.37919
F -1.15948 -1.30109 1.64030
H -0.15675 5.87813 1.96659
H -0.08694 6.76944 3.71754
H -2.79231 6.29739 3.42876
H -0.95840 6.60771 0.00961
H -2.03646 5.12119 0.42924
H -2.70131 4.72697 -1.86536
H -2.25687 6.44705 -2.47060
H -0.35737 4.88527 -3.20859
H 0.25515 5.80595 -1.73728
H -0.53653 2.79217 -2.15815
H -1.15763 3.45025 -0.55570
H 1.60008 4.43103 -0.76037
H 1.02966 3.21652 0.47574
H 3.11154 2.79219 -1.40867
H 1.74427 2.47675 -2.58089
H 2.21895 -0.80812 -0.43344
H 3.45421 0.46490 -1.44249
H 0.57119 0.63602 -2.95813
H 2.29886 0.13625 -3.31895
H 0.75342 -1.66012 -3.52897
H 2.09038 -1.90955 -2.62827
H 2.54962 1.92674 1.35057
H 4.07562 1.37966 0.49386
H 2.31666 -0.88321 1.88858
H 3.73692 0.08423 2.73817
H 2.58561 -2.77798 -0.60311
H 1.92522 -3.52603 0.98515
H 3.30717 -4.32740 0.05732
H -0.66768 1.63827 1.47263
C -5.56828 2.23930 -0.56434
C -6.09169 3.09570 0.54746
O -5.00947 3.12549 1.46730
C -3.87660 2.86622 0.75895
O -2.76628 2.97978 1.19558
O -4.16620 2.46388 -0.50705
H -5.96887 2.52743 -1.53731
H -5.76298 1.17535 -0.40118
H -6.30738 4.11790 0.22213
H -6.98420 2.67591 1.01147
C 7.01014 -4.66536 2.87023
C 6.56817 -5.25210 4.17450
O 7.71655 -5.97234 4.60701
C 8.79613 -5.40871 3.99805
O 9.93582 -5.66544 4.26958
O 8.41533 -4.51769 3.04425
H 6.54004 -3.70302 2.66621
H 6.82760 -5.33630 2.02560
H 6.32919 -4.48664 4.91831
H 5.71091 -5.91726 4.06316
C -8.07857 2.54673 4.39707
C -8.91082 1.45918 5.00573
O -9.86975 1.18478 3.99349
C -9.32743 1.58076 2.80982
O -9.79970 1.34116 1.73606
O -8.17788 2.28388 3.00381
H -7.03902 2.51045 4.72597
H -8.48004 3.54421 4.59796
H -8.33406 0.55068 5.20207
H -9.39939 1.77501 5.92867
C 1.45865 -7.92267 -1.81036
C 1.21665 -6.86493 -0.77634
O 2.26442 -5.93580 -1.01586
C 2.65433 -6.09680 -2.31049
O 3.40055 -5.36128 -2.88828
O 2.08352 -7.20345 -2.86406
H 0.53437 -8.38977 -2.15385
H 2.14201 -8.70206 -1.46045
H 0.25686 -6.35800 -0.91211
H 1.26974 -7.25625 0.24070
C 0.63396 -4.57760 -5.67474
C 1.63184 -4.56074 -6.79265
O 1.62923 -3.20205 -7.20390
C 1.19578 -2.46332 -6.14423
O 1.23205 -1.26905 -6.09495
O 0.71693 -3.26074 -5.14888
H 0.87766 -5.31659 -4.90965
H -0.38702 -4.75371 -6.02693
H 2.63878 -4.82767 -6.45869
H 1.34619 -5.21660 -7.61677
```

As for the total charge: -1. The total energy is -90917.0694 eV. The HOMO-LUMO gap comes out at 5.8 eV. The highest occupied orbital energy comes out at -4.19 eV.